Version w
Below is 2 unconnected molecules or ions with the total composition C2H9NOS2, with properties calculated with ωB97M-V/def2-TZVPD.

The SMILES is CSS.NCO. The LUMO energy comes out at 0.4 eV. The gap between HOMO and LUMO is 8.601 eV. The net charge is 0. The calculation puts the HOMO energy at -0.3010 hartree.

Each line ends with the Löwdin charge.
Cartesian coordinates (Å):
S1 -2.276 -0.955 0.554  0.3503
S2 -0.846 -1.779 1.881  0.2746
O1 0.769 -0.713 -1.658  -0.1054
N1 1.484 0.980 -0.105  0.0285
C1 -2.066 0.876 0.524  -0.4446
C2 1.884 -0.155 -0.923  -0.3390
H1 0.065 -0.769 -0.979  0.0197
H2 1.076 1.648 -0.736  0.0770
H3 -1.890 1.121 -0.520  0.0196
H4 -1.203 1.205 1.100  0.0233
H5 -2.998 1.286 0.898  0.0176
H6 2.293 1.176 0.442  0.0636
H7 2.336 -1.037 -0.479  0.1108
H8 2.549 0.184 -1.732  0.1087
H9 -1.177 -3.067 1.734  -0.2044



Version x
Below is 3 unconnected molecules or ions with the total composition C2H9NOS2, with properties calculated with ωB97M-V/def2-TZVPD.

The LUMO energy comes out at -3.8 eV. The gap between HOMO and LUMO is 5.551 eV. The net charge is 0. The calculation puts the HOMO energy at -0.3436 hartree.

Each line ends with the Löwdin charge.
Cartesian coordinates (Å):
S1 1.304 -3.950 -0.030  0.7282
S2 -1.015 1.955 0.385  0.1077
O1 0.486 6.938 -1.863  -0.0137
N1 -1.101 -0.967 1.192  0.0432
C1 0.283 -1.429 0.795  -0.3148
C2 0.323 -2.526 -0.281  -0.6299
H1 0.525 -1.988 -1.203  0.0683
H2 0.535 6.047 -2.156  0.0170
H3 -1.339 -0.040 0.784  -0.1431
H4 0.931 -0.526 0.594  0.1001
H5 0.844 -1.808 1.713  0.1115
H6 -1.160 -0.886 2.130  0.0193
H7 -0.349 7.022 -1.486  -0.0031
H8 -0.691 -2.958 -0.267  0.0705
H9 0.426 -4.885 -0.307  -0.1610



Version y
Below is 2 unconnected molecules or ions with the total composition C2H9NOS2, with properties calculated with ωB97M-V/def2-TZVPD.

The SMILES is CSS.NCO. The LUMO energy comes out at 0.3 eV. The gap between HOMO and LUMO is 8.591 eV. The net charge is 0. The calculation puts the HOMO energy at -0.3047 hartree.

Each line ends with the Löwdin charge.
Cartesian coordinates (Å):
S1 -1.347 -1.318 -0.208  0.3922
S2 0.122 -2.401 -1.224  0.3500
O1 0.413 3.386 1.389  -0.0692
N1 2.114 1.637 1.755  0.0081
C1 -1.318 0.101 -1.282  -0.5454
C2 1.036 2.063 0.953  -0.2980
H1 -0.082 -3.289 -0.338  -0.2600
H2 -1.847 -0.128 -2.199  0.0306
H3 1.408 2.102 -0.040  0.0969
H4 2.656 2.392 2.190  0.0894
H5 0.248 1.416 0.823  0.0545
H6 -0.013 3.266 2.226  0.0514
H7 -0.372 0.250 -1.730  -0.0061
H8 -1.470 1.084 -0.834  0.0431
H9 2.659 0.891 1.390  0.0625



The energetic minimum among the shown structures is version w; the next structure lies 0.666 eV above.